The following is a DFT calculation (ωB97M-V with the def2-TZVPD basis set) of a molecular structure, C25H44F12NbO8 at a distorted geometry.

```
90
Properties=species:S:1:pos:R:3
C -1.96 2.07 2.91
C -1.57 1.15 1.71
C 0.00 1.06 1.70
C 0.52 0.09 0.59
C 1.79 -0.73 1.10
Nb 0.81 1.04 -1.46
C 1.58 3.03 -0.66
C 2.82 2.77 0.28
C 2.08 4.05 -1.75
C 0.99 4.52 -2.75
H -1.44 3.05 2.85
H -3.05 2.26 2.92
H -1.63 1.58 3.85
H -1.91 0.12 1.96
H -1.94 1.50 0.74
H 0.47 2.05 1.72
H 0.25 0.58 2.68
H -0.27 -0.69 0.45
H 1.36 -1.60 1.67
H 2.38 -1.11 0.26
H 2.37 -0.14 1.84
H 2.49 0.31 -1.53
H 0.20 -0.49 -2.28
H -0.92 1.64 -1.50
H 1.10 1.71 -3.15
H 0.75 3.47 -0.05
H 3.65 2.45 -0.38
H 2.60 2.01 1.06
H 3.09 3.70 0.84
H 2.99 3.65 -2.24
H 2.44 4.96 -1.20
H 0.14 3.83 -2.85
H 0.56 5.51 -2.49
H 1.47 4.61 -3.75
C 0.67 -7.24 3.13
C 0.38 -6.20 4.19
O 1.56 -5.46 4.52
C 1.85 -4.46 3.69
O 1.21 -4.17 2.72
C 3.09 -3.71 4.17
F 4.07 -4.55 4.54
F 2.81 -2.94 5.22
F 3.59 -2.92 3.23
H 1.49 -7.89 3.44
H -0.21 -7.85 2.94
H 0.96 -6.77 2.19
H 0.06 -6.69 5.11
H -0.43 -5.53 3.89
C -2.55 6.20 2.77
C -2.82 5.54 1.43
O -2.92 6.53 0.39
C -1.76 6.96 -0.10
O -0.68 6.59 0.26
C -2.00 7.95 -1.23
F -2.94 8.85 -0.91
F -2.41 7.34 -2.34
F -0.91 8.64 -1.54
H -3.30 6.96 2.98
H -2.56 5.46 3.57
H -1.58 6.70 2.77
H -3.79 5.03 1.46
H -2.07 4.79 1.19
C 4.58 1.17 -8.33
C 4.88 0.49 -7.00
O 3.69 0.35 -6.22
C 2.92 -0.70 -6.53
O 3.16 -1.49 -7.39
C 1.72 -0.76 -5.59
F 1.15 0.43 -5.43
F 2.07 -1.20 -4.39
F 0.77 -1.58 -6.04
H 4.07 2.12 -8.16
H 5.50 1.35 -8.88
H 3.92 0.55 -8.94
H 5.55 1.12 -6.41
H 5.37 -0.47 -7.14
C -5.95 -4.88 3.15
C -4.88 -4.55 2.13
O -3.83 -5.52 2.15
C -4.06 -6.64 1.47
O -5.07 -6.89 0.88
C -2.84 -7.55 1.53
F -2.34 -7.63 2.77
F -1.87 -7.11 0.74
F -3.12 -8.79 1.15
H -5.50 -4.99 4.14
H -6.70 -4.09 3.19
H -6.44 -5.82 2.91
H -4.42 -3.59 2.37
H -5.30 -4.45 1.13
```

Results
Gap between HOMO and LUMO ... 6.25 eV
Charge ... -1
2S+1 ... 1

The following is a DFT calculation (ωB97M-V with the def2-TZVPD basis set) of a molecular structure, C25H44IrOP2 at a distorted geometry.

```
73
Properties=species:S:1:pos:R:3
Ir -0.57 -0.39 0.88
C -1.39 0.56 2.78
C -2.24 0.81 1.62
C -2.74 -1.31 2.48
C -1.73 -0.75 3.30
C -3.00 -0.41 1.40
C -0.61 1.58 3.55
H -0.50 2.51 2.99
H 0.39 1.18 3.78
H -1.10 1.82 4.50
C -1.16 -1.33 4.54
H -0.27 -0.78 4.85
H -0.88 -2.39 4.42
H -1.89 -1.27 5.36
C -3.46 -2.59 2.68
H -4.53 -2.41 2.86
H -3.08 -3.14 3.55
H -3.39 -3.24 1.80
C -4.05 -0.60 0.37
H -5.06 -0.57 0.81
H -3.93 -1.58 -0.12
H -4.00 0.18 -0.40
C -2.61 2.15 1.08
H -3.52 2.55 1.56
H -2.83 2.08 0.01
H -1.83 2.89 1.24
C 3.37 0.63 -1.79
C 3.01 1.86 -1.36
C 2.69 3.00 -2.29
C 1.94 2.62 -3.59
C 0.90 1.56 -3.40
C 1.10 0.23 -3.64
C 2.44 -0.36 -3.96
C 3.65 0.26 -3.21
H 3.62 3.55 -2.57
H 2.66 2.38 -4.39
H 2.09 3.75 -1.75
H 4.06 1.11 -3.79
H 3.73 -0.12 -1.07
H 3.32 2.19 -0.35
H 4.45 -0.50 -3.23
H 2.40 -1.43 -3.72
H 0.26 -0.42 -3.92
H 2.64 -0.32 -5.05
H 1.43 3.54 -3.94
H -0.11 1.97 -3.28
P 1.45 0.46 0.69
C 2.89 -0.05 1.54
C 0.97 2.21 0.69
P -0.72 -0.94 -1.28
C 1.01 -0.28 -0.96
C -1.77 0.24 -2.11
C -0.79 -2.57 -1.96
H 2.96 -1.14 1.50
H 2.79 0.29 2.59
H 3.74 0.43 1.05
H 1.24 2.65 -0.27
H 1.54 2.67 1.52
H -0.11 2.33 0.86
H -0.42 -2.50 -2.99
H -1.84 -2.88 -1.94
H -0.17 -3.26 -1.36
H 1.73 -1.05 -1.25
H 1.07 0.64 -1.55
H -2.77 -0.22 -2.17
H -1.37 0.41 -3.10
H -1.83 1.19 -1.55
C -0.16 -3.47 2.04
C 0.34 -2.36 1.14
O 1.38 -2.60 0.52
H 0.56 -3.63 2.85
H -0.24 -4.40 1.46
H -1.14 -3.26 2.48
```

Results
⟨S²⟩ ... 8.77
Relative energy (zero: lowest compared OMol25 entry of this formula, charge and spin) ... 0.000 eV
Gap between HOMO and LUMO (alpha / beta) ... 6.92 / 4.89 eV
Charge ... +2
2S+1 ... 6